201
Properties=species:S:1:pos:R:3:forces:R:3:lowdin_charge:R:1 method="wB97M-V/def2-TZVPD" orbital_gap_ev=8.0004 total_charge=0 e_homo_ev=-8.433 lumo_energy_ev=-0.43 de_lowest_ev=2.4524
C 21.7091 14.0390 16.7670 -0.894 0.507 -1.043 0.0065
C 20.9177 14.8078 15.6706 3.257 -1.354 -0.669 -0.5658
O 21.2846 14.8580 14.4893 0.227 -0.590 0.654 0.0001
N 19.8706 15.4890 16.0104 -3.146 2.268 2.104 0.0481
C 19.3140 15.7672 17.3630 0.201 -0.258 -0.319 -0.0499
H 21.3221 14.2739 17.7586 0.260 -0.152 -0.068 0.0512
H 22.7584 14.3147 16.6622 -0.097 -0.123 0.017 0.0824
H 21.5498 12.9817 16.5548 0.288 0.038 0.189 0.0690
H 19.5868 16.0833 15.2447 -0.629 -0.019 -0.082 0.1087
H 18.3059 16.1815 17.3493 -0.154 -0.282 -0.672 0.0665
H 19.8296 16.5330 17.9424 0.645 -0.124 -0.137 0.0864
H 19.2645 14.8513 17.9519 0.149 0.101 -0.057 0.0478
C 10.2318 10.2516 18.6245 -0.706 -0.135 -0.238 0.0190
C 10.0299 11.3837 17.6761 -0.936 0.012 1.404 -0.5481
O 10.8064 11.5477 16.7640 0.536 0.902 -0.901 0.0461
N 8.9634 12.1934 17.9229 0.992 0.947 -0.555 0.0304
C 8.8655 13.4774 17.1905 -0.135 -1.099 0.898 -0.0549
H 10.2544 9.3838 17.9653 0.120 -0.386 0.441 0.0855
H 9.3717 10.2162 19.2932 0.226 -0.421 0.227 0.0738
H 11.1695 10.3760 19.1660 -0.069 -0.053 -0.005 0.0685
H 8.2423 12.0205 18.6086 0.543 -0.337 -0.114 0.1242
H 8.3287 14.1408 17.8686 -0.683 0.124 -0.831 0.0694
H 8.4563 13.1722 16.2274 -0.363 1.078 -0.058 0.0853
H 9.8216 13.9927 17.0981 0.262 -0.480 -0.148 0.0678
C 14.5520 21.1336 19.0320 0.218 -0.217 -0.347 0.0009
C 14.5676 19.7041 19.6649 2.194 2.481 0.684 -0.5533
O 15.5807 19.3426 20.2469 -0.172 -0.308 -0.369 0.0456
N 13.4584 19.0068 19.6466 -2.212 -0.293 -0.906 0.0063
C 13.2499 17.7387 20.2910 -0.263 0.234 0.758 -0.0584
H 13.7050 21.4090 18.4036 -0.322 -0.366 0.081 0.0502
H 15.4348 21.2692 18.4073 0.090 -0.461 -0.064 0.0730
H 14.6682 21.9395 19.7567 -0.191 -0.406 0.505 0.0771
H 12.6160 19.4625 19.3258 0.303 -0.005 -0.136 0.1352
H 13.1606 17.8840 21.3676 0.290 -0.086 0.239 0.0900
H 14.0733 17.0490 20.1058 -0.267 -0.117 -0.187 0.0896
H 12.2478 17.4212 20.0028 0.309 -0.593 -0.306 0.0685
C 17.9540 18.6138 13.9002 0.637 1.339 -0.325 0.0029
C 17.9198 17.3779 13.0678 -0.190 -0.665 3.697 -0.6078
O 18.0553 16.2905 13.6017 -0.063 -1.413 0.631 0.0262
N 17.6717 17.5138 11.8222 -0.442 1.891 -3.720 0.0221
C 17.3714 16.4531 10.8929 0.723 -0.404 0.237 -0.0216
H 19.0117 18.8730 13.9460 0.113 0.373 0.200 0.0940
H 17.5784 18.5793 14.9229 -0.012 -0.692 -0.208 0.0720
H 17.4054 19.4127 13.4013 0.183 0.135 0.026 0.0597
H 17.9320 18.4065 11.4280 -0.533 0.009 -0.033 0.1515
H 18.2664 15.8394 10.7905 -0.147 -0.313 -0.321 0.0890
H 17.1035 16.9037 9.9373 -0.171 -0.276 0.165 0.0991
H 16.5717 15.8440 11.3142 -0.085 0.022 -0.348 0.0808
C 14.5085 10.7762 15.7520 -0.056 -0.074 0.407 0.0158
C 13.6738 9.5382 15.3033 0.863 2.664 0.421 -0.5519
O 14.1279 8.8697 14.4118 -0.135 -1.191 -0.595 0.0548
N 12.4542 9.3959 15.8786 -0.090 -0.899 -0.404 0.0167
C 11.5668 8.3361 15.4248 -0.425 -0.354 0.192 -0.0749
H 14.7645 11.4660 14.9478 -0.378 -0.394 -0.506 0.0545
H 15.4868 10.4622 16.1160 -0.029 -0.326 0.105 0.0645
H 14.0751 11.4331 16.5062 -0.365 -0.248 0.280 0.0612
H 12.1394 10.0387 16.5912 0.017 0.184 -0.392 0.0718
H 11.5740 7.4798 16.0992 0.286 -0.200 0.030 0.0749
H 11.8100 7.9826 14.4228 0.419 0.188 0.162 0.0856
H 10.5142 8.6146 15.3742 0.035 0.645 0.108 0.0751
C 8.6363 14.9078 13.6545 0.160 -0.408 0.749 0.0232
C 9.8392 14.0171 13.2310 -0.532 0.741 -1.672 -0.4662
O 10.1897 14.0301 12.0329 -1.094 0.045 1.541 -0.0231
N 10.4801 13.2430 14.1081 -0.162 0.013 -0.350 0.0568
C 11.7161 12.5555 13.6913 -0.381 -0.057 0.718 -0.0237
H 8.8707 15.9705 13.5917 0.327 -0.089 -0.361 0.0707
H 8.2860 14.7804 14.6788 0.394 -0.270 0.256 0.0465
H 7.7282 14.7348 13.0771 0.423 -0.187 -0.519 0.0825
H 10.2859 13.3354 15.0949 0.147 -0.243 -0.156 0.0815
H 11.7278 11.5739 14.1649 0.277 0.186 0.324 0.0736
H 12.5124 13.2206 14.0253 0.403 -0.560 -0.205 0.0521
H 11.7736 12.3575 12.6209 -0.307 0.506 0.107 0.0884
C 8.7178 18.4581 15.8430 0.389 0.870 0.188 0.0131
C 9.0788 17.3974 16.8880 0.124 0.402 -1.857 -0.5462
O 8.1928 16.7442 17.3990 -0.655 -0.389 0.724 0.0188
N 10.3800 17.1278 17.1464 0.188 0.278 0.294 0.0560
C 11.5834 17.7228 16.5285 -0.704 -0.257 -0.466 -0.0661
H 8.2125 19.2838 16.3441 -0.047 -0.017 0.271 0.0839
H 8.0146 18.1654 15.0634 0.071 -0.678 0.295 0.0828
H 9.5655 18.9221 15.3388 0.193 -0.207 0.079 0.0425
H 10.3920 16.3454 17.7850 0.748 -0.028 0.208 0.0882
H 11.6266 17.3984 15.4888 0.084 0.210 -0.086 0.0671
H 12.5345 17.3913 16.9450 -0.439 -0.105 0.445 0.0639
H 11.5587 18.8118 16.5690 -0.074 -0.105 0.082 0.0749
C 13.1541 15.6014 11.7898 -0.090 -0.710 0.586 0.0015
C 12.9414 15.3128 10.3261 1.858 0.840 -0.695 -0.5720
O 13.7844 15.6716 9.5106 -0.129 -0.120 -0.457 0.0164
N 11.8004 14.6951 10.0366 -0.769 -1.272 -0.362 0.0154
C 11.3553 14.1184 8.7554 0.199 1.168 0.319 -0.0460
H 13.0260 14.6479 12.3022 -0.848 0.237 0.436 0.0543
H 12.4614 16.3935 12.0740 -0.160 -0.322 0.497 0.0830
H 14.1535 15.8554 12.1432 0.181 0.465 -0.947 0.0683
H 11.2508 14.3888 10.8267 -0.027 0.143 0.046 0.0443
H 10.9206 13.1266 8.8800 0.359 -0.065 0.228 0.0773
H 12.1622 14.1235 8.0227 -0.007 -0.092 0.163 0.0804
H 10.5469 14.7523 8.3911 -0.016 0.005 -0.327 0.0731
O 18.3348 10.8088 11.4263 -0.169 2.863 -0.621 -0.3202
S 18.0574 12.2348 11.1507 -0.571 0.097 -1.027 0.7399
O 18.7277 13.0009 10.0632 -1.705 -2.048 2.598 -0.3231
O 16.3828 12.3356 10.8142 3.505 -0.075 -0.290 -0.2722
C 15.5485 11.5956 11.6833 -1.342 -0.032 0.186 -0.3027
C 14.4838 10.8307 10.8577 -0.322 1.199 0.593 -0.0403
C 18.1380 13.2174 12.6995 0.066 -0.441 -0.122 -0.1050
H 15.1174 12.3991 12.2805 -0.591 -0.332 0.377 0.0937
H 16.0339 10.9104 12.3783 0.555 0.020 -0.359 0.1089
H 14.1014 9.9927 11.4406 0.355 -0.377 -0.385 0.0694
H 14.8063 10.6430 9.8335 0.334 -0.599 0.332 0.0821
H 13.6139 11.4735 10.7228 -0.097 0.259 -0.010 0.0522
H 17.5603 14.1385 12.6223 0.104 -0.158 -0.336 0.0300
H 19.1686 13.4667 12.9521 0.151 -0.018 -0.457 0.0686
H 17.7646 12.6389 13.5444 -0.232 -0.301 -0.314 0.0611
O 15.1762 13.8744 14.5318 -1.443 1.291 1.817 -0.3042
S 14.4881 14.8387 15.3995 -1.103 1.664 0.142 0.7315
O 13.1186 15.3732 15.0367 3.571 -1.776 1.011 -0.3357
O 14.4461 14.2732 17.0022 -0.487 0.341 -2.173 -0.2682
C 13.2574 14.6298 17.7339 -1.006 -0.600 0.907 -0.2751
C 13.2363 13.8669 19.0488 0.263 0.055 -0.370 -0.0484
C 15.6447 16.2507 15.7039 -1.055 -1.014 -0.544 -0.0752
H 12.3385 14.3395 17.2247 0.229 0.074 -0.612 0.1019
H 13.1791 15.6926 17.9632 0.462 0.161 -0.302 0.0902
H 12.3200 14.1174 19.5832 0.177 0.319 0.067 0.0527
H 14.1182 14.1448 19.6261 -0.061 -0.315 0.324 0.0832
H 13.1540 12.7927 18.8830 0.429 -0.004 -0.093 0.0614
H 15.6362 16.8102 14.7684 0.358 -0.162 0.021 0.0570
H 16.5910 15.7600 15.9316 0.022 0.294 -0.218 0.0501
H 15.2914 16.9069 16.4993 -0.169 -0.333 0.070 0.0666
O 15.0124 11.5998 22.0300 -2.383 -1.802 -2.165 -0.3103
S 14.0494 10.7203 21.3076 3.184 -0.158 1.883 0.6949
O 12.8285 11.2160 20.7295 0.523 -0.287 0.272 -0.2974
O 14.9505 9.9131 20.1513 -0.671 2.441 3.001 -0.2346
C 14.2736 8.9770 19.4018 -1.084 -0.159 -3.249 -0.3482
C 15.3074 8.3657 18.4992 -0.272 -1.379 0.574 -0.0435
C 13.7202 9.3102 22.4580 -0.476 1.301 -0.831 -0.0856
H 13.6023 9.4115 18.6610 -0.586 0.838 0.469 0.0997
H 13.6645 8.2450 19.9322 0.445 -0.115 0.446 0.1178
H 15.9203 9.0515 17.9142 0.054 0.188 0.577 0.0684
H 14.7663 7.7638 17.7691 0.155 -0.357 0.039 0.0895
H 15.8416 7.7325 19.2074 0.904 -0.260 -0.775 0.0871
H 13.0567 8.6571 21.8912 0.382 -0.382 0.275 0.0540
H 13.1585 9.6978 23.3079 0.076 0.214 -0.102 0.0686
H 14.6806 8.9247 22.8001 -0.190 -0.159 -0.372 0.0770
O 15.2798 19.5406 15.6543 -2.078 1.009 -1.815 -0.3096
S 14.5082 20.1701 14.5641 -0.410 -0.267 2.261 0.6595
O 14.9718 19.9923 13.2309 -0.245 0.161 -0.459 -0.2739
O 12.9019 19.6675 14.6792 1.538 0.463 -0.848 -0.3026
C 12.0130 19.7285 13.4939 -0.823 -0.150 0.394 -0.2292
C 11.2726 21.0662 13.3541 1.397 0.098 0.222 -0.0652
C 14.2888 21.9437 15.0306 -0.306 -1.613 -0.732 -0.0749
H 11.2026 19.0353 13.7193 0.260 -0.346 0.513 0.0904
H 12.4313 19.2808 12.5924 0.711 0.581 0.091 0.1193
H 10.9082 21.3269 14.3478 -0.571 -0.097 -0.136 0.0812
H 10.5045 21.0016 12.5834 -0.130 -0.081 0.295 0.0881
H 11.9252 21.8993 13.0930 0.121 -0.083 -0.333 0.0584
H 13.9079 21.8452 16.0471 0.445 0.457 0.042 0.0485
H 13.5110 22.3586 14.3896 0.190 -0.045 0.001 0.0445
H 15.2442 22.4395 14.8585 -0.103 -0.057 0.445 0.0785
O 10.4039 16.3922 21.7822 -1.380 -3.073 -1.733 -0.2981
S 9.7892 15.2805 21.0092 -0.062 1.066 0.223 0.7235
O 10.1574 15.0540 19.6004 -0.132 0.234 2.297 -0.3270
O 9.9968 13.8704 21.8707 -0.458 3.877 1.011 -0.2424
C 9.7806 12.6963 21.2133 0.414 -3.789 -1.341 -0.3279
C 9.5938 11.4609 22.1842 0.413 1.476 0.248 -0.0251
C 7.9334 15.3825 21.0093 1.863 -0.626 0.634 -0.0660
H 10.6800 12.5883 20.6070 0.006 -0.848 -0.147 0.0908
H 8.9690 12.6457 20.4875 -0.399 0.751 0.211 0.0848
H 8.7034 11.5030 22.8115 -0.271 0.421 -0.253 0.0719
H 10.4122 11.4941 22.9034 0.229 -0.322 -0.145 0.0700
H 9.5454 10.4955 21.6805 0.341 0.267 -0.300 0.0649
H 7.5861 15.1094 22.0058 0.113 0.475 0.086 0.0714
H 7.6741 14.5425 20.3649 -0.314 0.613 -0.438 0.0501
H 7.7099 16.4053 20.7062 -0.285 -0.396 -0.262 0.0785
O 17.6948 15.1857 20.4641 -1.263 0.420 2.805 -0.2978
S 17.2963 15.2057 21.8829 -0.975 -2.374 0.523 0.6994
O 17.7496 16.1439 22.8714 -0.220 0.585 -1.056 -0.2901
O 15.5951 15.1046 21.9754 2.479 0.136 -1.093 -0.3006
C 14.9427 15.3637 23.2264 -1.382 -1.245 -0.127 -0.2314
C 13.5087 14.6936 23.1031 -0.237 1.976 0.156 -0.0442
C 17.7925 13.5922 22.6500 -0.347 0.036 -1.065 -0.1072
H 14.9249 16.4401 23.3972 -0.336 -0.062 -0.026 0.1162
H 15.4568 14.8993 24.0680 0.277 -0.061 -0.096 0.1074
H 13.3840 13.6116 23.0597 0.688 0.151 0.023 0.0615
H 12.8934 15.1530 22.3295 0.687 -0.219 -1.107 0.0415
H 12.8338 15.1076 23.8523 0.473 -0.360 1.134 0.0717
H 17.2232 12.7409 22.2767 -0.090 0.320 -0.514 0.0282
H 17.6997 13.5304 23.7343 0.097 0.803 -0.086 0.0702
H 18.8242 13.4996 22.3109 0.028 -0.048 0.238 0.0604
O 19.8031 12.1557 18.0580 -1.457 -0.550 -0.680 -0.2873
S 18.4876 11.5457 18.1004 -0.774 -0.829 0.533 0.6817
O 18.1925 10.2728 17.4350 0.599 1.887 0.601 -0.3054
O 18.2144 11.3221 19.6921 -0.358 0.447 -0.130 -0.2912
C 18.6732 10.0918 20.2816 0.269 -0.657 1.741 -0.2161
C 18.7655 10.2090 21.8745 0.132 0.985 -0.763 -0.0459
C 17.1106 12.7746 17.7727 1.199 -0.059 1.191 -0.0687
H 19.6770 9.8553 19.9285 -0.073 -0.002 -0.190 0.1162
H 17.9740 9.3054 19.9975 0.142 -0.044 -0.036 0.0981
H 19.3105 11.1194 22.1243 -0.248 0.405 -0.254 0.0564
H 19.3796 9.5090 22.4411 0.000 -0.832 -0.882 0.0696
H 17.8210 10.2407 22.4177 -0.274 0.103 -0.464 0.0575
H 16.2253 12.5263 18.3581 0.036 -0.682 -0.383 0.0605
H 16.9168 12.9624 16.7166 0.225 -0.453 0.062 0.0630
H 17.4542 13.6817 18.2698 0.235 0.132 -0.228 0.0302